Below is a cluster of 13 separate species, C78H189N7O18 in total in a non-equilibrium geometry, with properties calculated with wB97M-V/def2-TZVPD.

Last column: Mulliken charge in e.
CARTESIAN COORDINATES (ANGSTROEM)
C1 1.297 5.962 -7.375  -0.747
O1 0.463 4.875 -6.981  -0.359
C2 -0.162 4.996 -5.724  -0.574
C3 -1.035 3.785 -5.416  0.542
O2 -0.414 2.551 -5.564  -0.506
C4 0.624 2.177 -4.682  -0.106
C5 0.788 0.601 -4.784  0.143
O3 -0.337 -0.045 -4.171  0.142
C6 -0.248 -1.469 -4.245  -0.379
H1 1.803 5.719 -8.309  0.261
H2 2.049 6.216 -6.628  0.264
H3 0.663 6.836 -7.524  0.316
H4 -0.702 5.933 -5.592  0.589
H5 0.503 4.930 -4.862  -0.129
H6 -1.883 3.894 -6.092  0.543
H7 -1.437 3.872 -4.406  -0.559
H8 0.169 2.370 -3.710  -0.103
H9 1.588 2.678 -4.771  0.095
H10 1.718 0.323 -4.288  -0.554
H11 0.889 0.302 -5.828  0.679
H12 -0.506 -1.832 -5.240  0.568
H13 -0.971 -1.876 -3.538  0.108
H14 0.735 -1.866 -3.995  -0.366
C7 -4.155 -2.176 -3.509  -0.148
O4 -5.158 -3.087 -4.090  -0.494
C8 -4.592 -4.220 -4.752  -0.663
C9 -3.796 -5.190 -3.780  -0.356
O5 -2.498 -4.661 -3.495  -0.037
C10 -1.861 -5.387 -2.439  -0.021
C11 -0.337 -5.106 -2.310  -0.347
O6 0.434 -5.825 -3.259  -0.464
C12 0.364 -5.289 -4.575  -0.307
H15 -3.718 -2.541 -2.580  0.033
H16 -4.692 -1.249 -3.307  -0.251
H17 -3.274 -1.943 -4.106  0.601
H18 -4.029 -3.825 -5.597  0.340
H19 -5.347 -4.852 -5.221  0.402
H20 -3.689 -6.152 -4.281  0.471
H21 -4.338 -5.414 -2.862  0.060
H22 -1.974 -6.459 -2.600  0.431
H23 -2.421 -5.240 -1.516  -0.193
H24 -0.016 -5.519 -1.354  0.408
H25 -0.047 -4.056 -2.277  0.023
H26 -0.589 -5.512 -5.054  0.208
H27 1.123 -5.774 -5.188  0.318
H28 0.582 -4.229 -4.711  -0.014
C13 -2.313 -1.493 0.669  -0.291
O7 -1.112 -1.009 0.123  -0.562
C14 -1.229 0.330 -0.230  -0.981
C15 0.147 0.861 -0.710  1.294
O8 1.183 0.848 0.348  1.086
C16 2.354 1.376 -0.192  0.339
C17 3.121 0.281 -1.004  1.413
O9 3.544 -0.839 -0.234  -0.581
C18 2.513 -1.843 -0.228  -0.055
H29 -3.061 -1.601 -0.116  0.328
H30 -2.627 -0.849 1.490  0.157
H31 -2.094 -2.476 1.087  -0.027
H32 -1.579 0.874 0.648  0.351
H33 -2.094 0.326 -0.892  -0.021
H34 -0.005 1.882 -1.062  -1.039
H35 0.507 0.229 -1.521  0.050
H36 2.970 1.766 0.618  -0.231
H37 2.121 2.252 -0.798  -0.334
H38 4.039 0.764 -1.339  -1.061
H39 2.585 0.041 -1.923  -0.440
H40 1.468 -1.579 -0.067  0.029
H41 2.749 -2.482 0.622  0.148
H42 2.589 -2.426 -1.146  0.160
C19 3.052 -1.064 -6.484  -0.794
O10 2.685 -2.226 -5.679  -0.372
C20 3.408 -2.374 -4.433  0.454
C21 4.900 -2.655 -4.602  -0.864
O11 5.016 -3.851 -5.295  -0.342
C22 6.256 -4.113 -6.012  -0.678
C23 7.531 -4.279 -5.125  -0.634
O12 7.799 -3.070 -4.409  -0.160
C24 9.003 -3.157 -3.644  -0.729
H43 4.005 -1.343 -6.933  0.333
H44 3.180 -0.107 -5.978  0.308
H45 2.362 -1.081 -7.328  0.219
H46 2.866 -3.120 -3.851  0.168
H47 3.394 -1.457 -3.843  -0.035
H48 5.207 -2.825 -3.570  0.415
H49 5.474 -1.853 -5.065  0.411
H50 6.460 -3.385 -6.797  0.320
H51 6.137 -5.089 -6.482  0.354
H52 8.408 -4.364 -5.766  0.468
H53 7.465 -5.177 -4.511  0.376
H54 8.881 -3.968 -2.926  0.376
H55 9.229 -2.253 -3.078  0.104
H56 9.875 -3.457 -4.224  0.318
C25 5.082 4.939 0.749  -0.262
O13 6.056 4.214 0.038  -0.481
C26 5.634 2.853 -0.244  1.823
C27 6.656 1.891 -0.934  -1.056
O14 6.616 1.982 -2.360  -0.095
C28 7.303 0.990 -3.097  -0.715
C29 8.840 0.855 -2.982  -0.770
O15 9.252 0.552 -1.603  -0.266
C30 10.636 0.485 -1.382  -0.875
H57 4.082 4.850 0.324  -0.176
H58 5.425 5.973 0.724  0.339
H59 5.039 4.660 1.802  0.349
H60 4.828 2.996 -0.963  -1.032
H61 5.246 2.346 0.640  -0.193
H62 6.509 0.838 -0.695  0.427
H63 7.623 2.135 -0.493  0.438
H64 7.125 1.282 -4.132  0.339
H65 6.819 0.021 -2.979  0.467
H66 9.291 1.799 -3.290  0.360
H67 9.131 0.042 -3.647  0.474
H68 11.146 -0.119 -2.132  0.338
H69 10.824 0.032 -0.409  0.278
H70 11.153 1.440 -1.297  0.311
C31 3.990 2.934 -3.560  -1.021
O16 2.962 3.323 -2.722  0.919
C32 2.819 4.699 -2.536  -1.805
C33 1.521 5.150 -1.740  -0.116
O17 0.309 4.597 -2.308  0.680
C34 -0.900 4.788 -1.560  1.172
C35 -1.422 6.230 -1.701  -1.061
O18 -0.546 7.180 -1.123  -0.176
C36 -0.937 8.523 -1.287  -0.965
H71 3.977 1.849 -3.454  -0.097
H72 4.935 3.411 -3.304  0.439
H73 3.848 3.234 -4.599  0.448
H74 2.972 5.237 -3.472  0.594
H75 3.660 4.980 -1.902  0.556
H76 1.436 6.231 -1.852  0.605
H77 1.736 4.919 -0.696  -0.570
H78 -0.813 4.470 -0.521  0.251
H79 -1.677 4.132 -1.952  -1.216
H80 -2.463 6.295 -1.385  0.640
H81 -1.565 6.436 -2.762  0.245
H82 -0.968 8.767 -2.349  0.380
H83 -0.150 9.164 -0.889  0.242
H84 -1.850 8.798 -0.759  0.303
C37 1.547 -4.619 7.000  -1.133
C38 1.217 -5.660 5.890  -0.330
N1 1.707 -5.072 4.612  0.329
C39 0.810 -4.081 4.013  0.536
C40 1.598 -3.252 3.037  -1.220
C41 1.969 -6.204 3.659  -0.555
C42 3.263 -6.989 3.917  -1.339
H85 2.553 -4.199 6.992  0.345
H86 1.442 -5.027 8.005  0.524
H87 0.862 -3.771 6.971  0.069
H88 1.758 -6.562 6.179  0.401
H89 0.145 -5.851 5.945  0.147
H90 -0.033 -4.549 3.505  0.004
H91 0.427 -3.391 4.764  -0.348
H92 2.210 -3.812 2.330  0.387
H93 0.908 -2.609 2.491  0.344
H94 2.287 -2.573 3.540  0.138
H95 1.926 -5.894 2.615  0.418
H96 1.124 -6.892 3.660  0.310
H97 4.131 -6.336 4.002  0.298
H98 3.453 -7.710 3.122  0.402
H99 3.070 -7.525 4.846  0.312
C43 -4.998 -4.694 0.148  -0.386
C44 -4.202 -4.765 1.495  0.427
N2 -4.455 -6.009 2.226  0.409
C45 -5.855 -6.191 2.736  -0.652
C46 -6.278 -5.124 3.735  -0.663
C47 -4.047 -7.262 1.659  -0.640
C48 -2.580 -7.300 1.234  -0.577
H100 -4.829 -5.573 -0.475  0.247
H101 -4.816 -3.769 -0.399  -0.372
H102 -6.061 -4.630 0.379  0.413
H103 -3.163 -4.690 1.174  0.307
H104 -4.466 -3.878 2.070  -1.122
H105 -6.533 -6.163 1.883  0.376
H106 -6.028 -7.159 3.207  0.526
H107 -5.740 -5.123 4.683  0.208
H108 -6.295 -4.089 3.393  -0.278
H109 -7.312 -5.310 4.026  0.512
H110 -4.688 -7.486 0.806  0.417
H111 -4.237 -8.016 2.423  0.487
H112 -1.923 -6.872 1.991  0.208
H113 -2.622 -6.611 0.390  -0.229
H114 -2.322 -8.310 0.916  0.439
C49 3.135 6.238 3.997  -0.623
C50 1.691 5.847 4.473  -0.887
N3 0.614 6.103 3.484  0.133
C51 0.816 5.475 2.216  -0.218
C52 1.042 3.905 2.279  -0.251
C53 0.301 7.507 3.406  -0.320
C54 -0.929 7.912 2.563  -0.900
H115 3.789 6.187 4.867  0.403
H116 3.120 7.260 3.619  0.409
H117 3.482 5.559 3.219  -0.204
H118 1.771 4.791 4.731  0.329
H119 1.424 6.339 5.409  0.397
H120 -0.027 5.810 1.613  -0.144
H121 1.705 5.909 1.760  0.403
H122 0.698 3.417 1.367  -0.373
H123 2.098 3.709 2.465  -0.210
H124 0.561 3.405 3.119  0.647
H125 1.128 8.103 3.020  0.286
H126 0.253 7.865 4.434  0.480
H127 -1.772 7.308 2.900  0.342
H128 -0.890 7.661 1.503  -0.213
H129 -1.133 8.968 2.735  0.477
C55 2.262 -1.167 6.706  -0.447
C56 3.500 -0.311 6.318  -0.694
N4 3.261 0.989 5.666  0.215
C57 2.674 0.898 4.310  2.112
C58 3.692 0.301 3.295  -0.411
C59 4.460 1.840 5.842  -0.617
C60 4.239 3.310 5.477  -0.839
H130 1.592 -0.592 7.345  0.298
H131 2.557 -2.102 7.181  0.309
H132 1.688 -1.368 5.801  -0.168
H133 4.020 -0.283 7.276  0.483
H134 4.039 -0.963 5.631  0.163
H135 1.740 0.337 4.338  -1.250
H136 2.279 1.847 3.946  -0.960
H137 3.246 0.124 2.317  -0.370
H138 4.473 1.025 3.064  0.290
H139 4.210 -0.617 3.574  0.366
H140 5.254 1.451 5.206  0.330
H141 4.822 1.807 6.869  0.522
H142 3.378 3.654 6.051  0.317
H143 3.991 3.466 4.427  -0.057
H144 5.115 3.883 5.779  0.470
C61 -7.133 -1.633 -1.533  -0.499
C62 -7.518 -1.289 -0.062  -0.682
N5 -6.303 -0.979 0.769  0.977
C63 -6.436 -1.164 2.215  -0.829
C64 -5.148 -0.959 3.002  0.027
C65 -5.766 0.336 0.356  0.448
C66 -6.524 1.585 0.799  -1.670
H145 -6.453 -2.480 -1.619  -0.061
H146 -6.666 -0.819 -2.088  -0.194
H147 -7.999 -1.989 -2.092  0.523
H148 -8.226 -0.465 -0.146  0.269
H149 -8.098 -2.107 0.364  0.515
H150 -7.166 -0.443 2.584  0.358
H151 -6.713 -2.213 2.322  0.109
H152 -5.310 -1.044 4.077  -0.132
H153 -4.440 -1.728 2.695  -0.269
H154 -4.719 0.012 2.754  0.551
H155 -5.578 0.358 -0.717  -0.065
H156 -4.713 0.401 0.629  -0.395
H157 -6.748 1.619 1.865  0.377
H158 -7.465 1.737 0.270  0.348
H159 -5.907 2.472 0.658  0.396
C67 -5.143 6.292 -3.127  -1.430
C68 -5.195 4.963 -2.387  -0.525
N6 -4.862 3.927 -3.319  0.573
C69 -4.258 2.748 -2.683  -0.423
C70 -3.685 1.646 -3.581  -1.317
C71 -5.864 3.659 -4.353  -0.808
C72 -7.258 3.284 -3.825  -0.847
H160 -5.859 6.365 -3.946  0.388
H161 -4.178 6.365 -3.628  0.213
H162 -5.249 7.113 -2.418  0.436
H163 -4.491 4.958 -1.555  0.417
H164 -6.140 4.864 -1.854  0.358
H165 -3.496 3.137 -2.008  -0.193
H166 -5.029 2.331 -2.035  0.408
H167 -4.480 1.033 -4.007  0.646
H168 -3.221 2.048 -4.482  0.466
H169 -2.983 1.019 -3.032  -0.131
H170 -5.543 2.869 -5.031  0.428
H171 -5.938 4.544 -4.985  0.457
H172 -7.643 4.102 -3.216  0.239
H173 -7.008 2.414 -3.219  0.030
H174 -7.973 3.089 -4.624  0.424
C73 -2.695 -3.980 6.533  -1.642
C74 -3.412 -2.975 5.550  -0.431
N7 -3.245 -1.551 5.889  0.813
C75 -3.882 -1.247 7.236  -0.540
C76 -5.417 -1.445 7.290  -1.214
C77 -1.872 -0.958 5.800  -1.015
C78 -1.550 -0.688 4.345  -0.200
H175 -1.714 -3.610 6.832  0.303
H176 -2.482 -4.919 6.022  0.501
H177 -3.261 -4.095 7.458  0.394
H178 -2.975 -3.214 4.580  0.015
H179 -4.460 -3.256 5.447  0.305
H180 -3.422 -1.834 8.031  0.377
H181 -3.744 -0.201 7.507  0.446
H182 -5.733 -2.487 7.266  0.245
H183 -5.843 -0.991 8.185  0.442
H184 -5.951 -0.930 6.491  0.198
H185 -1.097 -1.541 6.299  0.160
H186 -1.848 -0.017 6.349  0.513
H187 -0.561 -0.244 4.231  -0.047
H188 -2.338 -0.010 4.016  0.350
H189 -1.402 -1.585 3.743  -0.093

Forces on the atoms, in the same order (eV/Å):
C -0.7 -0.1 0.4
O 0.3 -0.1 -0.1
C 0.7 -0.7 1.1
C -0.5 1.0 -0.6
O 0.4 -0.5 -1.7
C -1.5 -1.9 0.7
C -0.7 1.5 0.2
O 0.9 0.0 -0.1
C -0.4 0.4 0.1
H -0.2 -0.2 0.1
H 0.1 -0.1 0.2
H 0.1 0.3 -0.1
H -0.4 0.1 -0.3
H 1.1 0.6 -0.2
H -0.2 -0.9 -0.2
H 0.0 0.3 0.3
H 0.7 0.1 0.7
H -0.1 0.2 -0.4
H 0.1 -0.1 0.3
H -0.2 0.0 -0.2
H 0.0 0.0 -0.2
H 0.0 0.1 0.0
H 0.2 0.2 0.1
C -0.8 -0.4 -0.1
O 1.1 0.3 0.4
C 0.7 -0.3 1.4
C 0.2 1.1 -1.3
O 0.0 -0.2 0.3
C 0.3 0.1 -0.4
C -0.6 -0.7 0.1
O 0.0 0.8 -0.4
C 0.2 -0.7 -0.8
H -0.4 -0.3 0.2
H 0.0 -0.1 0.0
H -0.3 -0.2 -0.8
H 0.8 -0.3 0.1
H -0.6 0.4 0.4
H 0.1 -0.2 -0.3
H -0.3 0.5 0.2
H 0.2 -0.3 -0.4
H 0.2 0.6 0.4
H -0.2 -0.1 0.2
H -0.3 0.3 -0.3
H -0.2 0.1 0.1
H 0.1 -0.3 0.3
H -0.1 0.3 0.7
C 0.7 -0.4 0.1
O 0.8 -1.1 0.4
C 0.7 0.0 0.7
C -0.4 -0.6 0.9
O -2.5 0.1 -0.5
C 0.7 -0.8 -0.4
C 0.9 1.7 0.6
O -1.9 0.4 -0.5
C 0.8 -0.9 0.6
H -0.4 0.2 0.1
H -0.4 0.1 0.0
H -0.1 -0.1 0.0
H 0.2 0.5 0.3
H 0.3 1.0 -1.1
H 0.2 0.2 -0.1
H -0.2 0.1 -0.2
H 0.1 -0.4 0.2
H 0.2 -0.1 -0.5
H 0.2 0.1 -0.1
H -0.3 -0.5 0.0
H 0.2 0.9 -0.1
H 0.2 -0.2 -0.2
H 0.0 -0.1 -0.2
C 0.8 -2.3 -0.2
O 0.1 1.2 0.8
C 0.1 1.0 -1.4
C -1.0 -0.5 0.8
O 1.6 -1.4 -1.6
C 0.2 -0.2 1.5
C -0.3 1.3 -0.7
O 0.2 0.1 0.5
C -0.5 -0.9 0.2
H 0.4 0.4 -0.1
H -0.4 -0.1 0.2
H -0.3 0.5 0.4
H 0.3 -0.3 -0.2
H -0.4 0.5 0.1
H 0.7 0.4 0.2
H -0.1 0.2 0.1
H -0.2 0.4 0.1
H -0.3 0.1 -0.1
H -0.1 -0.7 -0.5
H -0.1 0.1 0.5
H 0.0 -0.1 0.4
H -0.4 0.2 -0.3
H 0.1 0.3 -0.5
C 0.6 0.2 0.1
O 0.6 -1.5 -0.2
C -0.3 0.1 -1.4
C 0.2 0.8 0.6
O 0.6 0.7 0.5
C 0.3 0.0 0.0
C -0.4 0.3 1.8
O -0.8 0.2 -1.2
C 0.4 -0.2 0.2
H -0.2 0.0 -0.2
H -0.3 0.1 -0.1
H 0.0 -0.3 0.2
H -0.5 -0.4 0.1
H 0.1 0.1 0.3
H -0.6 0.0 0.5
H 0.4 0.1 -0.4
H 0.0 -0.1 -0.2
H 0.0 -0.3 0.4
H 0.2 0.0 -0.1
H 0.2 0.0 -0.1
H 0.1 -0.1 -0.2
H -0.4 -0.3 0.0
H -0.3 0.5 -0.4
C 0.4 0.1 -0.4
O -1.8 -0.1 0.5
C -0.4 0.5 0.7
C 0.7 -0.4 -1.7
O 0.3 -0.5 0.8
C 0.3 1.1 -0.2
C 0.0 -0.4 -0.5
O -0.3 -0.4 0.5
C 0.6 0.3 -0.2
H 0.7 0.0 -0.3
H 0.3 -0.4 0.4
H -0.5 -0.1 -0.4
H -0.4 0.1 -0.3
H 0.2 0.6 0.2
H 0.4 0.0 0.3
H -0.7 -0.3 0.2
H 0.4 0.3 0.3
H 0.2 0.0 -0.5
H -0.1 0.1 1.0
H 0.5 0.0 -0.5
H -0.5 0.0 -0.2
H 0.1 -0.2 0.2
H -0.3 -0.2 -0.1
C -0.5 -0.2 0.4
C 1.2 2.2 0.9
N -0.1 -2.1 -0.2
C 0.8 -0.3 0.1
C 0.1 0.9 -0.4
C -0.2 0.4 -0.4
C -0.8 0.4 0.3
H 0.1 -0.3 -0.6
H -0.2 -0.3 0.0
H -0.1 0.1 -0.2
H 0.0 -0.1 -0.6
H -0.2 -0.2 -0.4
H -0.4 -0.2 0.0
H -0.1 -0.2 0.3
H -0.3 -0.2 0.0
H 0.0 0.0 -0.3
H 0.1 -0.1 0.3
H 0.4 0.7 0.1
H -0.3 -0.4 0.4
H -0.1 0.0 0.1
H -0.1 0.0 0.0
H 0.7 -0.2 0.0
C -0.4 0.4 0.9
C -0.9 -0.7 -1.8
N -0.8 0.2 2.0
C 0.8 1.5 -0.4
C -0.7 0.2 0.5
C 0.6 -0.2 0.3
C -1.3 0.7 -0.4
H 0.1 0.1 -0.1
H 0.4 -0.1 -0.1
H -0.2 -0.2 -0.1
H 0.3 -0.1 0.7
H 0.2 -0.2 0.3
H -0.4 0.0 -0.2
H 0.6 -0.1 -0.1
H 0.4 -0.3 -0.2
H 0.3 -0.1 -0.4
H -0.2 -0.1 -0.1
H -0.1 -0.5 -0.5
H 0.0 -0.1 0.0
H 0.0 -0.3 0.1
H 0.9 -0.2 -0.4
H 0.3 0.2 0.0
C -1.2 0.3 0.5
C 0.6 -0.1 -0.9
N 0.1 -0.7 1.7
C 0.2 -1.0 -0.1
C -0.3 1.3 0.3
C 0.2 0.7 -0.4
C -0.1 -1.0 0.9
H 0.2 0.0 -0.2
H 0.3 0.0 -0.1
H 0.1 0.1 0.1
H -0.5 -0.2 -0.2
H 0.1 0.3 -0.1
H 0.0 -0.7 -0.3
H 0.4 0.1 -0.6
H 0.3 0.0 -0.1
H 0.2 0.0 -0.4
H -0.5 0.3 0.0
H 0.6 0.1 -0.4
H -0.7 0.0 0.1
H -0.3 0.2 0.3
H 0.6 0.4 -0.1
H -0.1 -0.1 -0.2
C -0.2 1.2 -0.9
C -1.1 -1.2 -0.3
N -0.4 0.3 1.6
C 1.2 -0.8 0.1
C -0.4 0.6 -0.6
C -0.5 0.1 -1.2
C -0.5 -0.6 0.5
H 0.0 -0.1 0.3
H 0.0 0.2 -0.1
H -0.1 -0.4 0.0
H 0.6 0.9 -0.4
H 0.7 -0.1 0.1
H 0.2 -0.5 0.3
H 0.6 0.4 0.2
H -0.3 -0.2 0.0
H 0.2 0.2 0.2
H -0.3 0.0 0.3
H 0.5 -0.1 0.0
H -0.3 -0.3 0.0
H 0.0 0.2 0.1
H 0.3 0.0 -0.1
H 0.0 0.1 -0.3
C 0.0 -0.7 0.5
C 1.1 -0.1 -0.5
N -0.2 0.5 -1.5
C 0.1 0.3 -0.6
C -0.1 -0.2 -0.7
C 0.6 -0.4 0.1
C 0.1 0.3 0.2
H 0.2 0.0 0.4
H -0.2 0.2 0.2
H -0.3 0.4 0.0
H -0.1 0.4 0.4
H 0.3 -0.2 0.2
H -0.6 -0.3 0.5
H -0.6 0.2 0.3
H 0.0 0.1 -0.1
H 0.2 0.0 0.1
H 0.1 0.0 0.3
H -0.8 -0.2 -0.3
H 0.0 0.0 0.8
H 0.0 -0.4 0.1
H 0.0 -0.1 -0.1
H 0.1 0.0 -0.3
C 0.4 0.2 0.2
C 0.0 0.7 -0.3
N 0.8 -1.2 -0.8
C -0.6 0.2 0.1
C -0.6 0.6 -0.5
C -0.4 0.5 -0.3
C 1.1 0.3 0.2
H -0.3 0.1 0.4
H 0.2 0.1 0.2
H -0.2 0.2 -0.2
H 0.5 0.0 -0.2
H -0.6 -0.3 -0.1
H 0.2 -0.1 0.0
H 0.0 -0.6 0.5
H -0.1 -0.3 0.3
H 0.5 0.2 0.2
H 0.0 0.0 -0.1
H 0.4 0.0 0.2
H 0.0 0.1 -0.1
H -0.1 -0.2 0.1
H -1.0 -0.2 0.2
H 0.1 -0.3 0.1
C -0.3 0.9 -0.4
C 1.6 -0.6 0.6
N -0.7 0.7 1.6
C -0.5 -0.2 -1.0
C 0.1 -0.1 -0.3
C -0.8 -0.8 -0.1
C 0.7 0.1 0.3
H 0.1 0.3 -0.1
H -0.4 -0.2 0.2
H -0.1 -0.4 -0.1
H 0.0 0.5 -0.3
H -0.1 0.4 0.2
H 0.1 -0.2 0.2
H 0.5 0.1 -0.4
H 0.1 -0.1 0.0
H 0.3 -0.2 0.3
H 0.3 0.0 -0.4
H 0.1 -0.5 0.0
H -0.4 0.1 -0.1
H 0.0 0.6 0.2
H 0.2 -0.2 -0.7
H -0.8 -0.2 -0.1

Molecular weight (g/mol): 1513.4
Frontier orbital gap (hartree): 0.312
F_max (eV/Å): 2.68
Energy relative to the best compared isomer or geometry (same formula, charge and spin) (kcal/mol): 22.5
E_HOMO (eV): -7.9100
Multiplicity: 1